(1)
Entry from OMol25: C34H43FN3NiO4SSeSi as an isolated structure (ωB97M-V/def2-TZVPD).

Calculated values
HOMO-LUMO gap (spin up / spin down), eV: 6.252 / 5.163
Energy above the lowest of the compared OMol25 structures with the same formula, charge and spin, kcal/mol: 29.0
Spin multiplicity: 3
Expectation value of S²: 2.0245
Charge: -1

Each line ends with the Mulliken spin population.
CARTESIAN COORDINATES (ANGSTROEM)
Ni (-0.226, -0.776, -0.552)  0.93
C (5.479, 3.622, 0.779)  0.00
C (5.877, 2.377, -0.008)  0.00
C (6.996, 1.631, 0.711)  0.00
C (7.460, 0.456, -0.135)  0.00
C (6.284, -0.420, -0.477)  0.00
C (6.479, -1.759, -0.757)  0.00
C (5.396, -2.558, -1.089)  0.00
F (5.622, -3.860, -1.370)  0.00
C (4.126, -2.058, -1.153)  0.00
C (3.905, -0.709, -0.865)  0.00
C (2.538, -0.185, -0.986)  0.02
O (1.629, -0.924, -1.380)  0.01
C (2.393, 1.211, -0.674)  -0.01
C (3.482, 1.939, -0.339)  0.00
N (4.753, 1.461, -0.240)  0.00
C (4.988, 0.122, -0.522)  0.00
C (1.045, 1.947, -0.620)  0.01
O (1.103, 3.181, -0.601)  0.00
O (0.003, 1.235, -0.550)  0.06
H (6.385, 4.151, 1.073)  0.00
H (4.923, 3.359, 1.680)  0.00
H (4.877, 4.307, 0.184)  0.00
H (6.260, 2.697, -0.986)  0.00
H (6.631, 1.273, 1.678)  0.00
H (7.824, 2.318, 0.891)  0.00
H (8.220, -0.129, 0.384)  0.00
H (7.914, 0.834, -1.057)  0.00
H (7.472, -2.190, -0.726)  0.00
H (3.274, -2.669, -1.417)  0.00
H (3.327, 2.986, -0.124)  0.00
C (-0.326, 0.769, 3.078)  0.00
C (-0.270, -0.722, 2.894)  0.00
C (-0.262, -1.598, 3.975)  0.00
C (-0.212, -2.967, 3.719)  0.00
C (-0.195, -3.433, 2.424)  0.01
C (-0.218, -2.497, 1.362)  -0.01
N (-0.246, -1.161, 1.640)  0.02
N (-0.251, -2.767, 0.051)  0.04
Si (0.062, -4.215, -0.784)  0.01
C (0.215, -3.719, -2.610)  0.00
C (-1.324, -5.517, -0.572)  0.00
C (1.632, -5.158, -0.263)  0.00
H (0.395, 1.103, 3.826)  0.00
H (-1.321, 1.074, 3.407)  0.00
H (-0.124, 1.254, 2.124)  0.00
H (-0.292, -1.229, 4.992)  0.00
H (-0.182, -3.669, 4.546)  0.00
H (-0.156, -4.491, 2.198)  0.00
H (0.140, -2.632, -2.674)  -0.01
H (-0.551, -4.167, -3.246)  0.00
H (1.190, -4.005, -3.013)  0.00
H (-2.322, -5.073, -0.554)  0.00
H (-1.197, -6.055, 0.371)  0.00
H (-1.298, -6.255, -1.379)  0.00
H (2.529, -4.544, -0.361)  0.00
H (1.768, -6.052, -0.878)  0.00
H (1.573, -5.481, 0.779)  0.00
C (-2.925, -2.118, -2.246)  0.00
S (-2.366, -0.778, -1.149)  0.00
C (-3.265, -1.391, 0.305)  0.00
O (-3.138, 0.398, -1.622)  0.01
H (-4.013, -2.151, -2.212)  0.00
H (-2.482, -3.054, -1.911)  0.00
H (-2.588, -1.865, -3.249)  0.00
H (-2.968, -2.420, 0.504)  0.00
H (-4.334, -1.308, 0.106)  0.00
H (-2.971, -0.753, 1.136)  0.00
C (-8.053, 4.829, -0.800)  0.00
C (-6.721, 4.180, -0.534)  0.07
C (-6.519, 3.389, 0.587)  -0.03
C (-5.274, 2.848, 0.888)  0.00
C (-5.123, 1.975, 2.104)  0.01
C (-4.184, 3.113, 0.042)  -0.02
Se (-2.430, 2.498, 0.442)  0.90
C (-4.394, 3.850, -1.140)  0.02
C (-3.274, 4.050, -2.122)  0.03
C (-5.651, 4.375, -1.400)  -0.04
H (-8.820, 4.439, -0.132)  0.00
H (-8.375, 4.673, -1.831)  0.00
H (-7.984, 5.907, -0.638)  0.01
H (-7.356, 3.193, 1.252)  0.00
H (-6.017, 2.009, 2.728)  0.00
H (-4.260, 2.275, 2.696)  0.00
H (-4.957, 0.942, 1.793)  0.00
H (-2.856, 3.083, -2.401)  -0.01
H (-2.464, 4.630, -1.676)  0.00
H (-3.626, 4.559, -3.021)  0.00
H (-5.803, 4.964, -2.300)  0.00

(2)
Entry from OMol25: C34H44BClIMgN9O5S3 as an isolated structure at a distorted geometry (ωB97M-V/def2-TZVPD).

Calculated values
HOMO-LUMO gap, eV: 7.449
Energy above the lowest of the compared OMol25 structures with the same formula, charge and spin, kcal/mol: 2.6

Each line ends with the Mulliken charge.
CARTESIAN COORDINATES (ANGSTROEM)
Mg (0.530, 0.304, -1.159)  2.19
C (-1.601, -6.107, -0.770)  -2.27
C (-1.645, -4.580, -0.657)  1.30
C (-2.791, -4.164, 0.272)  -1.38
C (-1.824, -3.968, -2.050)  -1.38
N (-0.370, -4.096, -0.105)  0.58
C (0.705, -4.872, 0.253)  -0.44
C (1.711, -4.046, 0.610)  -1.42
N (1.279, -2.753, 0.477)  0.96
B (2.116, -1.532, 0.871)  -0.65
N (1.291, -0.741, 1.938)  0.98
C (1.076, -1.365, 3.140)  -1.42
C (0.554, -0.473, 4.005)  -0.89
N (0.433, 0.725, 3.347)  0.93
C (0.879, 0.532, 2.073)  -0.10
S (0.885, 1.718, 0.867)  0.02
C (0.116, 2.003, 3.994)  1.15
C (-1.059, 2.697, 3.306)  -1.21
C (-0.256, 1.754, 5.457)  -2.26
C (1.378, 2.869, 3.953)  -1.42
N (2.616, -0.665, -0.308)  0.11
C (3.611, 0.257, -0.069)  -1.39
C (4.155, 0.623, -1.245)  -0.38
N (3.521, -0.077, -2.243)  0.73
C (2.578, -0.857, -1.654)  0.03
S (1.522, -1.892, -2.452)  -0.30
C (3.795, 0.021, -3.682)  1.28
C (4.340, -1.333, -4.152)  -1.65
C (2.514, 0.399, -4.437)  -1.42
C (4.825, 1.124, -3.937)  -1.97
C (0.004, -2.798, 0.040)  -0.30
S (-1.003, -1.458, -0.162)  -0.52
H (-2.533, -6.457, -1.207)  0.45
H (-1.493, -6.579, 0.206)  0.46
H (-0.785, -6.428, -1.414)  0.52
H (-3.739, -4.502, -0.134)  0.49
H (-2.826, -3.082, 0.365)  0.23
H (-2.663, -4.596, 1.262)  0.36
H (-2.648, -4.452, -2.566)  0.51
H (-0.914, -4.089, -2.636)  0.29
H (-2.037, -2.906, -1.978)  0.24
H (0.690, -5.941, 0.239)  0.56
H (2.700, -4.279, 0.947)  0.64
H (3.085, -1.927, 1.452)  -0.13
H (1.315, -2.398, 3.288)  0.71
H (0.274, -0.610, 5.025)  0.53
H (-1.964, 2.104, 3.412)  0.27
H (-0.864, 2.843, 2.247)  0.12
H (-1.220, 3.665, 3.773)  0.64
H (-1.127, 1.109, 5.534)  0.43
H (-0.492, 2.704, 5.926)  0.47
H (0.571, 1.313, 6.007)  0.47
H (1.656, 3.095, 2.929)  0.03
H (2.200, 2.342, 4.434)  0.36
H (1.214, 3.803, 4.482)  0.52
H (3.844, 0.600, 0.920)  0.76
H (4.925, 1.337, -1.440)  0.56
H (3.602, -2.111, -3.968)  0.31
H (5.252, -1.587, -3.612)  0.38
H (4.555, -1.302, -5.218)  0.48
H (1.794, -0.415, -4.435)  0.29
H (2.758, 0.637, -5.470)  0.57
H (2.048, 1.267, -3.973)  0.21
H (5.749, 0.964, -3.387)  0.43
H (4.402, 2.091, -3.671)  0.31
H (5.069, 1.138, -4.996)  0.50
O (-3.858, 3.411, -4.052)  -0.57
C (-4.661, 2.867, -3.158)  0.41
O (-5.862, 2.882, -3.287)  -0.61
C (-4.028, 2.246, -1.962)  -0.68
C (-4.712, 1.859, -0.813)  0.60
Cl (-6.373, 2.063, -0.547)  -0.20
N (-3.812, 1.315, 0.053)  0.49
N (-2.594, 1.319, -0.502)  -0.15
C (-2.690, 1.860, -1.699)  0.49
C (-1.451, 2.009, -2.529)  0.05
O (-1.389, 2.921, -3.360)  -0.89
O (-0.519, 1.203, -2.285)  -0.58
C (-3.952, 0.725, 1.326)  0.68
C (-5.161, 0.616, 2.005)  -0.89
C (-5.210, -0.054, 3.216)  -0.95
C (-4.074, -0.638, 3.751)  -0.91
C (-2.864, -0.512, 3.087)  -0.35
C (-2.799, 0.191, 1.901)  1.13
H (-2.882, 3.304, -3.847)  0.45
H (-6.058, 1.048, 1.600)  0.41
H (-6.154, -0.135, 3.736)  0.38
H (-4.126, -1.178, 4.684)  0.45
H (-1.970, -0.974, 3.481)  0.47
H (-1.863, 0.326, 1.386)  -0.49
N (0.938, 4.188, -1.233)  -0.02
C (2.086, 3.529, -1.420)  0.43
O (2.143, 2.369, -1.784)  -0.40
C (3.352, 4.326, -1.158)  -1.39
I (3.857, 4.223, 0.927)  0.06
H (0.077, 3.699, -1.429)  0.05
H (0.883, 5.122, -0.867)  0.17
H (3.250, 5.379, -1.404)  0.65
H (4.198, 3.891, -1.684)  0.27

Which of these has the highest energy above the lowest of the compared OMol25 structures with the same formula, charge and spin?
C34H43FN3NiO4SSeSi

What is the energy above the lowest of the compared OMol25 structures with the same formula, charge and spin in the second record?
2.6 kcal/mol